The following is a DFT calculation (ωB97M-V/def2-TZVPD) of a 3-piece molecular cluster, C21H29F3N2OP overall.

Geometry (Å):
N (-2.1503, 3.0065, 4.5541)
C (-1.9859, 2.7133, 3.1969)
C (-2.0689, 1.2024, 2.5519)
C (-0.6624, 0.6856, 1.8842)
P (-0.7601, 1.1809, 0.0043)
O (0.5880, 0.7102, -0.6811)
C (0.6892, 1.4107, 2.4688)
C (0.8266, 0.9790, 4.0451)
C (0.6187, -0.6167, 4.3511)
C (0.1597, -0.9740, 5.8897)
C (-1.0594, -0.0502, 6.4784)
F (-2.3615, -0.2130, 5.7915)
C (-0.4149, -1.3942, 3.3450)
N (-0.5128, -0.8184, 1.9496)
H (-2.0504, 4.0401, 4.7078)
H (-1.7389, 3.6034, 2.4738)
H (-2.8529, 1.2724, 1.6544)
H (-2.5413, 0.4315, 3.3184)
H (-0.7771, 2.6309, -0.0274)
H (-1.9564, 0.6746, -0.6219)
H (0.6900, 2.5886, 2.3374)
H (1.6256, 1.0036, 1.8892)
H (1.9491, 1.2336, 4.3593)
H (0.1513, 1.7013, 4.6731)
H (1.6877, -1.1281, 4.2059)
H (1.0864, -0.8604, 6.6104)
H (-0.1678, -2.1223, 5.8703)
H (-0.8266, 1.1037, 6.5272)
H (-1.2346, -0.3913, 7.6056)
H (-1.5051, -1.5462, 3.7817)
H (0.0183, -2.4996, 3.2142)
H (0.2645, -1.1402, 1.2983)
H (-1.3990, -1.2244, 1.5243)
F (5.1708, -3.1125, -1.8652)
C (4.3210, -2.3400, -2.5548)
C (3.6172, -1.3386, -1.8949)
C (2.7360, -0.5306, -2.6135)
C (2.5602, -0.7405, -3.9834)
C (3.2674, -1.7516, -4.6359)
C (4.1567, -2.5519, -3.9192)
H (3.7604, -1.1957, -0.8288)
H (2.1869, 0.2601, -2.1083)
H (1.8695, -0.1131, -4.5427)
H (3.1258, -1.9157, -5.7014)
H (4.7212, -3.3364, -4.4121)
F (0.0452, 1.8681, -6.6875)
C (-0.9209, 1.0022, -6.3535)
C (-1.2136, 0.7879, -5.0111)
C (-2.2229, -0.1097, -4.6631)
C (-2.9216, -0.7919, -5.6622)
C (-2.6170, -0.5738, -7.0066)
C (-1.6154, 0.3322, -7.3546)
H (-0.6546, 1.3206, -4.2486)
H (-2.4646, -0.2785, -3.6166)
H (-3.7057, -1.4953, -5.3901)
H (-3.1593, -1.1089, -7.7824)
H (-1.3718, 0.5205, -8.3949)

Forces on the atoms, in the same order (eV/Å):
N 0.80 -1.39 -6.20
C -0.02 1.34 4.09
C -1.04 0.29 0.21
C -0.26 2.80 -0.20
P 5.13 -0.88 -1.40
O -4.14 0.82 2.04
C 0.28 -1.03 0.46
C 0.99 0.90 0.27
C 0.52 -0.19 -0.09
C -0.53 -0.06 -0.56
C 0.12 -0.09 1.56
F 2.62 0.04 0.74
C 0.50 -2.15 1.89
N -0.99 -0.34 -1.08
H -0.10 -1.05 -0.53
H -0.57 -1.90 1.08
H 1.47 -0.07 1.93
H 1.20 1.79 -1.33
H -0.68 -0.93 0.38
H 0.34 0.32 0.66
H -0.30 -2.59 0.29
H -1.92 0.75 0.86
H -2.48 -0.54 -0.63
H 1.07 -1.74 -1.17
H -2.39 1.09 0.16
H -1.98 -0.16 -1.43
H 0.68 2.52 0.30
H -0.50 -2.41 -0.49
H 0.22 0.64 -2.54
H 2.33 0.77 -0.89
H -1.04 2.42 0.19
H -0.71 0.68 0.94
H 1.29 0.42 0.54
F 0.13 -0.13 0.13
C -0.66 0.59 -0.57
C 0.01 -0.07 -0.02
C 0.14 -0.17 -0.32
C 0.04 -0.04 0.07
C -0.02 0.13 0.39
C 0.04 -0.06 0.04
H 0.07 -0.02 -0.09
H 0.16 -0.25 -0.11
H 0.13 -0.11 0.09
H 0.07 0.01 0.20
H -0.04 0.06 0.09
F 0.09 0.07 0.01
C -0.70 -0.62 0.20
C 0.03 0.05 0.04
C 0.04 0.00 -0.57
C 0.01 0.02 0.10
C 0.17 0.17 0.36
C 0.04 0.02 -0.01
H 0.00 -0.01 -0.11
H 0.06 0.02 -0.16
H 0.15 0.14 -0.07
H 0.12 0.13 0.13
H 0.02 0.00 0.12

Values from the calculation:
- HOMO energy (eV) = -10.762
- gap between HOMO and LUMO (eV) = 7.434
- strongest force on any atom (eV/Å) = 6.4
- molar mass (g mol⁻¹) = 413.44
- net charge = +1

Löwdin atomic charge list, values in e, 6 entries:
1. N 0.07
2. C -0.16
3. C -0.12
4. C -0.49
5. P 0.83
6. O -0.48

=====

The following is a DFT calculation (ωB97M-V/def2-TZVPD) of C21H29N10OsS2 as an isolated structure.

Geometry (Å):
Os (0.6567, -0.7252, 0.5462)
N (0.0380, -4.3725, 2.8944)
C (0.3223, -3.1302, 2.4094)
S (1.4569, -2.9139, 1.0808)
N (0.0120, -2.0293, 3.0802)
N (0.4795, -0.8911, 2.5526)
C (0.6220, 0.1811, 3.3338)
C (0.9919, 1.3916, 2.6936)
C (1.0046, 2.6854, 3.2429)
C (1.2319, 3.7798, 2.3562)
C (1.7119, 3.5091, 1.0627)
C (1.7352, 2.2276, 0.5434)
N (1.3048, 1.2058, 1.3244)
H (0.5027, -5.1687, 2.4529)
H (-0.8144, -4.5232, 3.4417)
H (0.4081, 0.0419, 4.3658)
H (0.8431, 2.8690, 4.2951)
H (0.9535, 4.7822, 2.6113)
H (1.9490, 4.4309, 0.4818)
H (2.0909, 1.9877, -0.4803)
C (5.1905, -1.9064, -1.4886)
N (3.9557, -1.9095, -2.2617)
C (3.7792, -2.4112, -3.5966)
C (2.4430, -2.3253, -3.8223)
N (1.7950, -1.8221, -2.6532)
C (2.8184, -1.4932, -1.7651)
S (2.7725, -0.5440, -0.3451)
C (0.4002, -1.8293, -2.4901)
C (-0.4663, -2.0498, -3.6322)
C (-1.7934, -2.3739, -3.3961)
C (-2.2210, -2.4534, -2.0297)
C (-1.3679, -2.1823, -1.0512)
N (-0.1040, -1.6474, -1.2414)
H (5.8972, -2.7339, -1.8444)
H (4.9978, -2.0740, -0.4160)
H (5.7613, -1.0070, -1.4941)
H (4.6337, -2.8009, -4.0887)
H (1.8515, -2.8285, -4.6361)
H (0.0190, -2.0838, -4.6352)
H (-2.5416, -2.4879, -4.2249)
H (-3.1395, -2.8398, -1.7770)
H (-1.6593, -2.4202, -0.0337)
C (-1.7977, 3.5900, -0.4146)
N (-1.5471, 2.1459, -0.4651)
C (-0.9242, 1.6273, -1.6714)
C (-1.8621, 1.3196, 0.5418)
N (-1.3832, 0.1221, 0.7259)
N (-2.9156, 1.7682, 1.3975)
C (-3.2087, 1.0701, 2.6785)
C (-4.0611, 2.4909, 0.8245)
H (-0.8546, 4.0614, -0.5921)
H (-2.0836, 3.9773, 0.5848)
H (-2.5024, 3.9725, -1.2222)
H (-0.4573, 2.4544, -2.2440)
H (-1.6426, 1.0414, -2.3329)
H (-0.2120, 0.8655, -1.4048)
H (-2.0497, -0.4246, 1.2949)
H (-2.3384, 0.6115, 3.0916)
H (-4.0404, 0.3388, 2.5781)
H (-3.4556, 1.9126, 3.3770)
H (-4.1428, 2.2912, -0.2654)
H (-4.0352, 3.5859, 0.9148)
H (-5.0087, 2.0634, 1.2378)

Forces on the atoms, in the same order (eV/Å):
Os 1.14 -0.14 -0.04
N -0.24 1.64 -0.97
C 1.19 -1.48 0.04
S -0.79 -0.20 -0.32
N -0.25 1.14 1.03
N -0.93 -3.11 -1.59
C 0.27 3.48 0.86
C -0.04 -1.43 -0.57
C 0.39 1.69 -1.17
C -0.31 -2.53 0.50
C -0.34 1.82 -0.26
C -0.10 -0.45 0.64
N -0.57 -0.22 -0.27
H -0.47 0.27 0.23
H 0.65 0.02 0.07
H 0.02 0.24 0.77
H -0.31 -0.16 0.02
H 0.45 0.38 0.47
H 0.04 -1.23 0.07
H -0.47 0.28 0.88
C 1.62 -1.97 0.44
N 0.58 -0.28 -1.32
C -1.40 0.98 2.40
C -0.44 -1.43 -0.52
N 1.77 0.42 -0.80
C -1.59 -0.45 -0.41
S -0.29 0.25 0.08
C -1.35 0.59 0.07
C 1.25 -0.56 0.61
C -0.51 0.91 0.17
C 1.24 -0.28 -2.92
C 1.24 1.03 1.15
N -0.22 -1.36 -0.94
H -1.25 1.09 0.34
H -0.29 -0.26 -0.56
H 0.10 1.01 -0.63
H 0.24 -0.26 -0.68
H 0.94 0.93 1.01
H -0.86 0.19 0.94
H 1.02 -0.12 0.85
H -2.06 -0.75 0.33
H 0.14 0.54 0.02
C -0.53 0.92 -0.32
N -0.03 0.01 0.19
C -0.76 -0.41 -0.97
C -3.44 2.03 1.37
N 0.88 -1.85 0.22
N 1.50 -1.02 -0.98
C -0.72 1.72 -0.32
C -1.00 -0.56 -0.86
H 0.74 0.39 -0.38
H -0.05 -0.71 -0.73
H 0.65 -0.75 1.13
H -0.28 -0.63 0.37
H 0.47 1.08 0.67
H 0.75 0.04 0.04
H 0.78 0.35 -0.34
H 0.69 -0.42 0.12
H 0.44 0.52 0.14
H -0.24 -1.09 -0.38
H 0.23 0.05 0.58
H -0.08 -0.46 0.47
H 0.84 0.56 -0.04

Values from the calculation:
- HOMO energy (alpha / beta) (eV) = -14.902 / -16.905
- ⟨S²⟩ = 6.043
- gap between HOMO and LUMO (alpha / beta) (eV) = 5.520 / 5.332
- multiplicity = 5
- strongest force on any atom (eV/Å) = 4.2
- molar mass (g mol⁻¹) = 675.90
- net charge = +3

Löwdin atomic charge list, values in e, 6 entries:
1. Os 1.19
2. N 0.19
3. C -0.71
4. S 0.72
5. N 0.08
6. N -0.29

=====

The following is a DFT calculation (ωB97M-V/def2-TZVPD) of C21H29N10PdS2 as an isolated structure.

Geometry (Å):
Pd (-0.2274, -0.8018, -0.1178)
S (1.8009, -0.3502, 0.9545)
C (1.7102, 1.3950, 0.8978)
N (2.7142, 2.0500, 1.3481)
N (2.7162, 3.4168, 1.2912)
C (2.7824, 4.1849, 0.1884)
C (2.9339, 5.5868, 0.3793)
C (3.0091, 6.4110, -0.7105)
C (2.9543, 5.8697, -2.0009)
C (2.8265, 4.4838, -2.1941)
C (2.7394, 3.6395, -1.1214)
N (0.5616, 2.0980, 0.4335)
N (-0.3533, 1.4034, -0.0398)
C (-1.5166, 2.0774, -0.4625)
C (-1.7183, 3.4406, -0.2172)
C (-2.8732, 4.0362, -0.6785)
C (-3.8159, 3.2888, -1.3840)
C (-3.6131, 1.9355, -1.6244)
C (-2.4649, 1.3255, -1.1561)
H (2.9983, 3.8291, 2.1755)
H (2.9817, 5.9854, 1.3855)
H (3.1204, 7.4778, -0.5765)
H (3.0293, 6.5235, -2.8593)
H (2.8228, 4.0862, -3.1994)
H (2.6941, 2.5685, -1.2586)
H (-0.9822, 4.0084, 0.3330)
H (-3.0492, 5.0865, -0.4917)
H (-4.7162, 3.7682, -1.7447)
H (-4.3482, 1.3636, -2.1729)
H (-2.3006, 0.2683, -1.3369)
C (-3.2760, -0.1488, 4.8831)
N (-3.1046, -0.7157, 3.5459)
C (-2.0094, -0.6367, 2.8194)
N (-0.9676, 0.0706, 3.2336)
S (-1.9726, -1.5467, 1.3370)
H (-4.1135, -0.6483, 5.3603)
H (-3.4817, 0.9205, 4.8338)
H (-2.3909, -0.3367, 5.4905)
H (-3.8944, -1.1850, 3.1285)
H (-0.9966, 0.5831, 4.1016)
H (-0.0935, 0.0245, 2.7291)
C (1.3077, -2.9932, -1.8057)
N (0.2518, -2.9617, -0.7520)
C (-0.8963, -3.7053, -1.3447)
N (-0.4505, -5.0460, -1.6901)
C (0.5164, -5.0868, -2.7857)
N (1.6139, -4.3779, -2.1262)
C (2.1477, -5.0936, -0.9560)
N (1.1175, -5.1056, 0.0817)
C (0.7498, -3.7482, 0.4342)
C (-0.0325, -5.8011, -0.4991)
H (2.2067, -2.5062, -1.4277)
H (0.9516, -2.4717, -2.6939)
H (-1.2492, -3.1908, -2.2383)
H (-1.7006, -3.7791, -0.6126)
H (0.1512, -4.5519, -3.6591)
H (0.7917, -6.1086, -3.0317)
H (3.0372, -4.5730, -0.6021)
H (2.4157, -6.1097, -1.2386)
H (1.6191, -3.2302, 0.8384)
H (-0.0398, -3.7524, 1.1842)
H (-0.8625, -5.8281, 0.2060)
H (0.2383, -6.8157, -0.7835)

Forces on the atoms, in the same order (eV/Å):
Pd 0.01 0.05 0.03
S 0.10 0.08 0.11
C -0.18 -0.05 -0.15
N 0.08 -0.04 0.05
N 0.00 -0.01 0.01
C 0.03 0.03 -0.07
C 0.00 -0.02 0.03
C 0.00 0.03 -0.01
C 0.00 -0.01 0.01
C 0.01 0.03 0.00
C 0.01 -0.03 0.04
N 0.09 0.05 0.09
N -0.07 -0.06 -0.02
C 0.03 0.01 0.00
C -0.02 0.02 -0.01
C 0.01 -0.01 0.00
C 0.01 0.01 0.01
C 0.00 -0.02 0.00
C -0.03 0.01 -0.01
H -0.03 0.04 -0.02
H 0.01 0.01 0.00
H 0.00 0.00 0.00
H 0.00 0.00 0.00
H -0.01 -0.01 0.00
H 0.00 0.02 -0.03
H 0.00 0.00 0.00
H 0.00 0.00 0.00
H 0.00 0.00 0.00
H -0.01 0.01 0.00
H 0.01 0.01 0.00
C 0.02 0.03 0.02
N -0.02 0.04 -0.03
C -0.05 -0.10 -0.07
N 0.04 0.10 0.00
S 0.02 0.00 0.00
H -0.02 0.02 -0.02
H 0.01 0.01 0.00
H 0.00 -0.02 0.00
H 0.03 -0.05 0.02
H 0.01 -0.01 0.01
H -0.03 -0.12 0.05
C -0.01 0.05 0.02
N -0.08 -0.05 -0.04
C 0.01 0.00 -0.01
N -0.01 -0.01 -0.02
C -0.04 -0.02 -0.01
N -0.06 -0.03 0.02
C 0.04 -0.02 0.01
N -0.05 -0.02 0.03
C 0.04 0.03 0.02
C 0.05 0.01 0.01
H 0.00 -0.01 -0.01
H 0.01 -0.02 -0.01
H 0.00 0.00 0.01
H 0.00 0.01 0.00
H 0.04 0.01 -0.01
H 0.02 0.01 0.00
H -0.01 0.01 -0.01
H -0.01 0.00 -0.01
H -0.01 0.00 0.01
H 0.01 -0.01 0.00
H 0.01 0.00 0.01
H 0.00 0.00 0.00

Values from the calculation:
- HOMO energy (alpha / beta) (eV) = -16.267 / -16.866
- ⟨S²⟩ = 6.049
- gap between HOMO and LUMO (alpha / beta) (eV) = 6.929 / 5.577
- multiplicity = 5
- strongest force on any atom (eV/Å) = 0.2
- molar mass (g mol⁻¹) = 592.09
- net charge = +3

Löwdin atomic charge list, values in e, 6 entries:
1. Pd 0.51
2. S 0.67
3. C -0.76
4. N 0.07
5. N 0.10
6. C -0.20